{"formula": "C60H173N15O19", "method": "ωB97M-V/def2-TZVPD", "e_homo_ev": -8.38, "e_above_lowest_kj_mol": 0.00, "gap_ev": 8.81, "multiplicity": 1, "e_tot_ev": -126269.7374, "elements": ["O", "H", "H", "O", "H", "H", "O", "H", "H", "O", "H", "H", "C", "C", "C", "O", "C", "N", "H", "H", "H", "H", "H", "H", "H", "H", "H", "H", "H", "C", "C", "C", "O", "C", "N", "H", "H", "H", "H", "H", "H", "H", "H", "H", "H", "H", "C", "C", "C", "O", "C", "N", "H", "H", "H", "H", "H", "H", "H", "H", "H", "H", "H", "C", "C", "C", "O", "C", "N", "H", "H", "H", "H", "H", "H", "H", "H", "H", "H", "H", "C", "C", "C", "O", "C", "N", "H", "H", "H", "H", "H", "H", "H", "H", "H", "H", "H", "C", "C", "C", "O", "C", "N", "H", "H", "H", "H", "H", "H", "H", "H", "H", "H", "H", "C", "C", "C", "O", "C", "N", "H", "H", "H", "H", "H", "H", "H", "H", "H", "H", "H", "C", "C", "C", "O", "C", "N", "H", "H", "H", "H", "H", "H", "H", "H", "H", "H", "H", "C", "C", "C", "O", "C", "N", "H", "H", "H", "H", "H", "H", "H", "H", "H", "H", "H", "C", "C", "C", "O", "C", "N", "H", "H", "H", "H", "H", "H", "H", "H", "H", "H", "H", "C", "C", "C", "O", "C", "N", "H", "H", "H", "H", "H", "H", "H", "H", "H", "H", "H", "C", "C", "C", "O", "C", "N", "H", "H", "H", "H", "H", "H", "H", "H", "H", "H", "H", "C", "C", "C", "O", "C", "N", "H", "H", "H", "H", "H", "H", "H", "H", "H", "H", "H", "C", "C", "C", "O", "C", "N", "H", "H", "H", "H", "H", "H", "H", "H", "H", "H", "H", "C", "C", "C", "O", "C", "N", "H", "H", "H", "H", "H", "H", "H", "H", "H", "H", "H"], "xyz": [[-0.681762, -4.855106, 1.178100], [-0.314535, -5.599938, 1.724050], [0.162188, -4.490610, 0.929793], [0.550370, -6.676930, 3.005189], [1.329183, -7.233666, 2.950303], [0.355775, -6.448745, 3.918676], [-2.327727, -1.852970, -1.633090], [-2.535263, -2.726441, -1.984647], [-2.204139, -1.889163, -0.662252], [-1.596821, -2.232773, 1.168764], [-1.206562, -3.094242, 1.278903], [-0.820908, -1.669300, 1.067249], [3.198551, 6.767186, 2.061742], [2.286194, 5.508788, 2.183265], [0.967262, 5.749012, 1.422480], [0.103147, 4.630812, 1.571561], [-1.286076, 4.997435, 1.854501], [2.871042, 4.218059, 1.876688], [4.057057, 6.673935, 2.755720], [2.603427, 7.653193, 2.300533], [3.616042, 6.803798, 1.073613], [1.980843, 5.416102, 3.187000], [1.176094, 5.863519, 0.383753], [0.476614, 6.671132, 1.768332], [-1.841681, 4.076152, 1.747422], [-1.590587, 5.645464, 1.070849], [-1.481943, 5.428839, 2.788543], [3.696595, 4.320887, 1.282425], [2.194708, 3.695449, 1.335095], [1.063994, -2.305381, -6.637820], [2.107802, -3.212108, -5.971878], [1.630711, -3.564787, -4.546874], [1.806242, -2.388483, -3.782693], [0.728794, -2.091393, -2.945212], [2.265485, -4.315275, -6.827218], [0.382620, -2.978577, -7.078004], [1.495927, -1.675408, -7.413498], [0.450518, -1.624936, -5.994475], [3.145647, -2.787730, -5.922684], [2.339535, -4.300842, -4.130517], [0.605305, -3.995476, -4.566837], [0.035187, -2.878724, -2.964737], [0.270886, -1.148567, -3.115769], [1.054728, -2.080622, -1.921392], [1.393721, -4.848146, -6.964971], [2.883719, -5.037086, -6.489825], [-1.060362, -3.478104, 5.925651], [-0.451637, -4.359140, 4.855702], [0.735298, -3.781592, 4.251667], [1.874876, -3.850617, 5.032188], [2.570502, -2.691756, 4.893893], [-0.247391, -5.738464, 5.396565], [-0.444635, -3.534073, 6.872087], [-2.097028, -3.786474, 6.217685], [-1.144304, -2.472739, 5.680397], [-1.241648, -4.427702, 4.094812], [0.632466, -2.710759, 4.029611], [1.080780, -4.239447, 3.286910], [3.079750, -2.496756, 3.951702], [3.348830, -2.631593, 5.667464], [1.941668, -1.826661, 5.080624], [-1.167721, -6.145117, 5.673852], [0.410869, -5.764709, 6.159191], [-5.409162, 0.060135, -3.605480], [-4.713380, 1.001177, -2.669002], [-4.961036, 0.738520, -1.175060], [-4.150734, 1.454943, -0.319060], [-4.094646, 0.781682, 0.928072], [-3.282874, 1.102633, -2.949288], [-6.464302, 0.028427, -3.336559], [-4.863639, -0.821564, -3.503975], [-5.353113, 0.448645, -4.608282], [-5.091221, 2.004665, -2.848436], [-4.852329, -0.276249, -0.848868], [-6.002778, 1.007347, -0.967985], [-3.430189, 1.356966, 1.588099], [-3.781616, -0.276435, 0.726026], [-5.017347, 0.750387, 1.463898], [-2.880769, 1.888826, -2.506231], [-2.777123, 0.243386, -2.655877], [-0.930749, 2.649753, -6.701098], [-0.709141, 1.191094, -6.271657], [0.119388, 1.351010, -5.054305], [1.235358, 2.183301, -5.292653], [2.362915, 1.426904, -5.731978], [-1.997131, 0.555075, -6.045825], [-0.007441, 3.257546, -6.794424], [-1.476505, 3.234305, -5.882493], [-1.459306, 2.898622, -7.620456], [-0.153240, 0.733289, -7.029919], [0.479962, 0.319382, -4.728712], [-0.514104, 1.761638, -4.221071], [3.251154, 2.047377, -5.839916], [2.232946, 0.953459, -6.636729], [2.703864, 0.646161, -5.071135], [-2.507447, 0.944822, -5.233232], [-1.906821, -0.406870, -5.805513], [2.604568, 5.228477, -2.333446], [1.248710, 5.885911, -2.501735], [1.084068, 6.212410, -3.971898], [-0.104921, 6.944452, -4.265195], [-0.563245, 6.920160, -5.598140], [0.159079, 5.101106, -1.984560], [2.437553, 4.185189, -2.550618], [3.006345, 5.416709, -1.344884], [3.252221, 5.545243, -3.110967], [1.245252, 6.790205, -1.962250], [1.201884, 5.323299, -4.656557], [1.958978, 6.869307, -4.328570], [-1.448761, 7.522252, -5.645007], [-0.758509, 5.948513, -5.990819], [0.076931, 7.553351, -6.245506], [0.118848, 4.126958, -2.242153], [-0.718668, 5.473627, -2.343379], [6.160307, 2.161239, -3.904428], [6.663785, 0.705470, -4.105892], [5.756178, 0.061463, -5.136974], [4.602834, -0.495879, -4.481501], [4.902740, -1.755090, -3.764709], [8.062889, 0.626949, -4.557189], [5.148174, 2.146176, -3.444954], [5.978203, 2.627585, -4.854518], [6.904056, 2.771086, -3.321759], [6.519753, 0.230053, -3.177447], [6.205505, -0.706509, -5.759931], [5.370360, 0.798484, -5.897749], [4.057136, -2.062363, -3.200564], [5.817561, -1.627691, -3.209533], [5.070166, -2.581047, -4.495414], [8.285596, 1.308000, -5.229937], [8.624713, 0.832661, -3.716047], [-4.310687, -9.632601, 2.897255], [-4.930220, -8.369812, 2.374373], [-4.115799, -7.189486, 2.847556], [-4.731799, -5.986347, 2.463090], [-4.267882, -4.828226, 3.150559], [-5.231087, -8.423596, 0.899554], [-3.372797, -9.974624, 2.413445], [-4.982610, -10.457833, 2.820310], [-4.006568, -9.580234, 3.952726], [-5.925703, -8.224715, 2.826564], [-3.076216, -7.268922, 2.448138], [-3.926766, -7.169009, 3.925033], [-3.124044, -4.788586, 3.170836], [-4.591099, -4.819009, 4.207821], [-4.639123, -4.009826, 2.524416], [-4.349178, -8.387034, 0.338544], [-5.766072, -7.584072, 0.662069], [2.327251, -5.096629, -1.404762], [2.724136, -4.819089, 0.013372], [4.268606, -4.671024, 0.141425], [4.830426, -4.900147, 1.397924], [6.167183, -4.422040, 1.603481], [2.054991, -3.607634, 0.531477], [2.572616, -4.361834, -2.138119], [1.273913, -5.367020, -1.437458], [2.873514, -5.985630, -1.756859], [2.475953, -5.605792, 0.699549], [4.565170, -3.606647, -0.177768], [4.850578, -5.216897, -0.627998], [6.305210, -4.350704, 2.677060], [6.394056, -3.476062, 1.183979], [6.863592, -5.227783, 1.155167], [2.068794, -2.857919, -0.198716], [2.569625, -3.230670, 1.270316], [-4.033367, 0.284822, 4.620208], [-2.751348, 0.815355, 5.248945], [-2.654575, 0.349504, 6.664424], [-3.684432, 0.876395, 7.433066], [-3.473634, 0.833891, 8.819028], [-1.593996, 0.299664, 4.453267], [-4.262871, 0.951084, 3.742213], [-4.882785, 0.293677, 5.284145], [-3.998596, -0.776362, 4.227070], [-2.761859, 1.888711, 5.267780], [-1.628520, 0.606013, 7.003182], [-2.735734, -0.697641, 6.616586], [-3.382389, -0.182409, 9.182721], [-4.276972, 1.369630, 9.342365], [-2.505652, 1.334029, 8.971534], [-1.865785, 0.003008, 3.531492], [-0.799699, 0.979134, 4.370847], [-3.688922, 5.133774, -3.031156], [-3.895063, 4.917070, -1.562136], [-3.574546, 6.219025, -0.818133], [-2.253947, 6.645963, -1.137062], [-2.035082, 7.931602, -0.633425], [-5.214539, 4.502132, -1.149341], [-2.728972, 4.784366, -3.388409], [-3.717559, 6.215328, -3.335440], [-4.452828, 4.563061, -3.584689], [-3.283434, 4.103814, -1.148708], [-3.645985, 6.225066, 0.266146], [-4.207905, 7.132191, -1.100623], [-2.178802, 7.995787, 0.449165], [-2.779907, 8.650504, -1.063041], [-1.043244, 8.326820, -0.922167], [-5.941527, 4.727380, -1.850935], [-5.224430, 3.532679, -0.846322], [4.228896, -0.094643, -0.830751], [4.254940, 1.023743, 0.177649], [5.262843, 0.748525, 1.238677], [5.219738, -0.528184, 1.767543], [6.371254, -0.813877, 2.500618], [4.515530, 2.349129, -0.308280], [3.616471, -0.958111, -0.429008], [5.225009, -0.414967, -1.196150], [3.658956, 0.191194, -1.710452], [3.300524, 0.962694, 0.721712], [5.097688, 1.485495, 2.041763], [6.255279, 0.960866, 0.829982], [6.466335, -0.164603, 3.358595], [7.301997, -0.651697, 1.963958], [6.278695, -1.808885, 2.981244], [5.267015, 2.177002, -0.952430], [3.757681, 2.617995, -0.946032], [1.059956, 1.458517, -1.571283], [-0.268205, 1.289426, -0.844161], [0.036492, 1.233783, 0.627909], [0.789658, 0.001724, 0.871561], [1.261505, -0.124952, 2.183593], [-1.196409, 2.372251, -1.084425], [1.504069, 2.471875, -1.331627], [0.906949, 1.336071, -2.638571], [1.805860, 0.809943, -1.259326], [-0.774312, 0.354470, -1.125056], [-0.819663, 1.223087, 1.292219], [0.610865, 2.077914, 0.909629], [1.400130, 0.859535, 2.667168], [2.230265, -0.614617, 2.277921], [0.579812, -0.689867, 2.849175], [-0.957594, 3.210981, -0.493749], [-2.110457, 2.097532, -0.797254], [1.479045, 2.014564, 6.119879], [0.472006, 3.051188, 5.598679], [1.049766, 4.400266, 5.754107], [0.170878, 5.359648, 5.161476], [0.643020, 6.704574, 5.180605], [0.173939, 2.800611, 4.185286], [2.399510, 2.018648, 5.545557], [0.992112, 1.000706, 5.978208], [1.777147, 2.093735, 7.143557], [-0.501008, 2.915749, 6.118008], [2.058727, 4.427964, 5.285134], [1.180685, 4.634314, 6.813964], [0.901825, 7.022663, 6.221754], [-0.155904, 7.351057, 4.754747], [1.597998, 6.691664, 4.552644], [-0.517790, 3.373416, 3.728445], [1.033351, 2.841608, 3.646360], [-5.404720, -2.926205, -0.443202], [-5.315841, -4.401861, -0.847762], [-3.867142, -4.951177, -0.648750], [-3.174635, -4.508014, -1.790754], [-1.882349, -5.149170, -2.076883], [-6.323336, -5.161660, -0.095940], [-6.413230, -2.568267, -0.309684], [-4.983933, -2.278248, -1.294564], [-4.802886, -2.807854, 0.425315], [-5.497059, -4.545699, -1.916629], [-4.018931, -6.068435, -0.736533], [-3.468385, -4.760491, 0.312815], [-1.128105, -4.916118, -1.393296], [-1.663417, -4.674483, -3.005070], [-2.221040, -6.148251, -2.265227], [-5.937843, -5.502050, 0.829521], [-7.215365, -4.630145, 0.131995]], "forces_ev_per_angstrom": [[0.0, -1.3, 0.7], [-0.8, 0.3, -0.1], [1.0, 1.0, -0.6], [0.1, -0.4, -1.9], [0.0, 0.0, 0.2], [-0.1, 0.1, 1.3], [0.4, 1.1, -0.1], [-0.3, -0.2, 0.7], [-0.1, -0.6, -0.5], [-0.2, 1.1, -0.1], [0.0, -1.2, 0.2], [0.1, 0.4, 0.0], [-0.1, -1.6, 0.8], [-0.8, 1.1, -0.4], [0.3, 0.0, 0.6], [-1.0, 0.2, 0.9], [1.6, -1.5, -1.9], [0.9, 0.1, -0.8], [-0.5, 0.2, -0.2], [0.3, 0.0, -0.1], [0.1, 0.3, -0.7], [-0.4, 0.2, 1.5], [0.1, 0.2, -1.1], [0.1, -0.2, 0.1], [-0.2, -0.3, 0.1], [-0.5, 0.7, -0.7], [0.3, 0.6, 1.7], [-0.2, -0.2, 0.1], [0.0, -0.2, -0.1], [0.4, 1.4, 0.8], [0.1, 1.2, 1.0], [1.5, 0.1, -0.7], [-0.4, 0.0, -0.2], [0.8, -0.1, 1.0], [-0.7, -2.6, -1.4], [-1.0, -0.7, -0.8], [0.0, -0.1, -0.1], [0.9, -0.6, 0.0], [-1.1, 0.3, 0.4], [-0.4, -0.3, -0.2], [0.4, 0.5, 0.2], [-1.4, -0.8, -0.2], [-0.4, 0.8, -0.6], [0.4, 0.2, 0.8], [0.2, 0.6, -0.1], [0.6, 0.2, 0.3], [-0.1, -1.5, 2.5], [-2.4, -1.0, 1.3], [1.8, 0.5, -3.1], [0.3, -1.1, 1.5], [1.9, 1.7, 1.4], [-1.0, -0.1, -0.9], [-0.5, 0.1, -0.9], [0.8, -0.1, -0.3], [0.0, 2.0, -0.8], [0.5, -0.2, -0.2], [-1.0, -0.2, -0.1], [-1.1, 0.1, 0.4], [-0.1, -0.5, -0.6], [0.0, -0.3, -0.1], [-0.3, 0.4, 0.0], [1.3, 0.6, -0.1], [-0.1, 0.2, 0.3], [-0.6, 1.6, 0.6], [1.1, 1.5, 0.9], [-1.7, -0.4, -0.8], [0.8, 1.1, 0.8], [1.3, -0.1, -0.2], [-0.1, -1.9, -1.0], [0.0, -0.6, 0.0], [0.3, -2.1, -0.2], [0.2, 0.0, -0.4], [-0.2, 0.3, 0.0], [0.0, -1.1, -0.7], [-0.4, -0.1, 0.0], [0.3, -0.4, -0.3], [0.2, 0.8, 0.6], [-1.2, 0.0, 0.1], [0.5, 0.7, 0.4], [-0.4, 0.7, -0.1], [-0.5, 2.3, 0.5], [-1.8, 2.7, 0.2], [0.6, -1.6, 1.8], [1.1, -0.5, 0.5], [0.8, 1.1, 1.7], [-0.5, 0.4, 0.3], [-0.2, -0.8, 0.1], [0.4, -1.0, -0.8], [-0.4, -0.8, -0.1], [0.7, -1.2, -1.2], [-0.3, 1.1, -0.1], [0.6, -0.1, -0.7], [-0.3, 0.6, 0.0], [-0.8, -0.9, -2.4], [-0.4, -0.3, 0.8], [0.5, 0.2, -0.5], [0.3, -0.9, 0.0], [-1.1, -0.4, 0.2], [-0.2, -0.8, -1.3], [1.4, 1.1, -2.5], [-0.2, -0.7, 0.7], [0.9, 1.8, 0.1], [-0.9, -0.1, 0.4], [0.2, -0.7, 0.3], [0.2, -0.3, 0.1], [0.9, 0.6, -0.5], [-0.1, 1.5, 0.6], [-0.5, 0.3, 0.9], [-0.8, -0.6, 0.7], [-1.0, -0.1, 0.4], [0.1, -0.9, -0.3], [0.4, -0.8, 0.0], [0.6, -0.3, -0.3], [0.1, 0.3, 0.4], [0.1, -0.2, 0.9], [0.0, 2.0, -2.2], [-1.5, -0.4, -0.4], [0.1, -1.2, 0.6], [0.5, 0.8, -2.5], [-0.1, -1.1, 2.6], [0.7, 0.1, 0.2], [0.3, 0.4, -0.6], [-0.9, -0.5, -0.3], [0.3, -0.9, 1.0], [0.6, -0.3, 0.2], [0.2, -0.4, 0.9], [-0.7, 0.3, 0.7], [0.2, -0.1, 0.5], [0.1, 0.6, 0.2], [0.1, 1.1, -1.0], [0.0, -0.1, -0.9], [1.2, -0.8, 0.4], [-0.8, 0.5, -0.5], [1.4, 0.3, -0.3], [0.0, 0.3, 0.1], [1.3, -0.5, -0.4], [1.2, 0.3, 0.6], [-0.5, 0.6, -0.3], [-0.6, -0.6, -0.1], [-0.4, 0.3, -0.1], [0.2, -0.3, 0.0], [-0.4, 0.2, -0.3], [-0.5, -0.3, 0.3], [-1.3, 0.0, -0.3], [-0.2, 0.2, -0.5], [0.1, 0.2, 0.7], [-0.9, 0.0, 0.7], [0.2, -0.3, -0.1], [0.0, -1.9, 0.1], [1.9, 1.3, 0.9], [1.6, 2.0, -2.0], [-0.5, 0.4, 1.0], [0.0, -3.0, -0.5], [-1.2, 0.1, -2.4], [0.0, 1.1, -0.1], [-0.2, 0.3, -0.2], [-0.2, 0.0, 0.2], [-0.4, -0.8, 0.1], [-0.8, -0.8, 0.4], [-0.5, -0.6, 0.2], [0.1, -0.2, 0.1], [-0.2, 1.0, -0.8], [-0.7, 1.4, 0.7], [-0.1, -0.9, 0.7], [0.9, 0.6, 1.6], [-0.4, 0.1, -1.8], [0.2, -1.1, -1.4], [1.3, 0.5, 0.0], [-0.9, 0.6, -0.1], [0.8, 0.6, -0.3], [0.5, 0.7, 1.1], [-0.1, -0.8, 0.7], [-0.2, 0.3, 0.4], [0.5, 1.0, 0.5], [-0.2, 0.8, -0.2], [-0.4, 0.0, 0.4], [0.1, -1.8, 0.3], [-0.1, -0.4, 0.2], [0.2, -0.2, -0.3], [-0.2, 0.0, 0.6], [-0.2, 0.0, -0.2], [-1.1, -0.5, 0.0], [-0.3, 0.4, -1.4], [0.1, 0.5, 1.7], [0.3, 1.9, -0.4], [0.3, -0.1, 0.1], [-0.2, 1.2, -0.6], [-1.4, 0.2, -0.5], [0.3, -0.2, 0.0], [-0.3, -0.9, 0.4], [0.2, 0.3, 0.0], [0.6, 0.5, -0.3], [-0.3, -0.8, 0.4], [-0.1, -1.5, -0.1], [0.2, -0.2, 0.2], [0.4, -0.4, 0.1], [-0.3, -0.6, 0.2], [0.6, -0.5, 0.8], [-0.3, 0.3, -0.4], [-0.8, -1.1, -0.6], [-1.3, -1.4, 1.2], [0.8, 1.5, 0.8], [-0.2, -1.2, -0.3], [-0.1, -0.5, 1.4], [-0.5, 0.3, -0.9], [1.1, 0.6, -0.2], [-0.4, 0.0, 0.4], [0.1, 0.2, -0.3], [-0.2, 0.5, -0.4], [0.2, 0.0, 0.0], [0.3, -0.1, -0.1], [-0.2, 0.7, 0.5], [0.1, -0.4, -0.5], [0.2, 0.3, -0.8], [0.8, 0.6, -0.4], [0.1, 0.0, 0.4], [-1.0, 2.2, -0.6], [0.2, -0.3, 0.7], [0.3, -2.3, 0.5], [-0.1, 0.3, -0.3], [-0.1, 0.5, 1.5], [0.7, 1.9, 0.2], [-0.8, -0.7, -0.5], [0.2, 0.3, -0.1], [1.0, -1.7, 0.7], [0.2, 0.1, -0.1], [-0.7, 0.0, 0.0], [0.9, 1.0, 0.3], [-0.1, -0.2, -0.2], [0.2, -0.2, -0.7], [-0.1, 0.2, -0.4], [0.0, -0.9, -0.9], [-0.8, -0.3, 0.3], [-1.3, -1.6, -1.1], [-0.7, -0.8, -0.5], [0.2, 1.8, 0.3], [-0.1, 0.1, 0.2], [1.1, -0.7, -0.2], [0.7, -1.3, -0.1], [0.1, 0.1, -0.4], [0.7, 1.0, 0.2], [-0.2, 0.4, 0.8], [0.6, 0.4, 0.1], [-0.4, 0.1, 0.0], [0.1, 0.2, 0.2], [-0.2, -0.1, -0.7], [0.7, -0.5, 0.2], [-1.2, 0.7, 0.8], [0.1, 0.4, 0.4], [-0.1, 0.2, -0.1], [1.0, 0.6, -2.9], [-0.3, 0.5, 0.7], [-2.6, -2.0, -1.8], [1.4, 0.5, 0.5], [-3.5, 0.8, -1.0], [-0.5, -0.7, 1.9], [-0.4, -0.1, 0.3], [-0.3, -0.9, 1.4], [0.4, 0.5, 0.9], [-0.2, 0.2, 0.1], [0.4, 0.7, 0.2], [0.9, 0.7, 0.9], [1.0, -0.2, 1.5], [0.6, 0.1, -0.9], [1.0, -1.1, 0.2], [-0.5, 0.7, -1.4], [1.8, -0.7, -0.6]]}